(1)
Formula: C9H16N2O4
Source: the OMol25 dataset
Level of theory: the ωB97M-V functional and the def2-TZVPD basis

Structure (XYZ):
```
31
Properties=species:S:1:pos:R:3
C 0.32276 1.32248 -0.25735
C -3.17519 0.32839 0.07352
C -1.24776 -1.11191 -0.82629
C -1.68813 0.04745 0.13839
C 1.00545 -1.11891 -0.23964
C 0.88509 2.73785 -0.32403
C -1.43628 -0.33232 1.66510
C 1.60532 -1.68115 -1.56152
C 2.55708 0.64638 0.55178
N -0.92746 1.28820 -0.15023
N 1.26549 0.36067 -0.05428
O -3.49346 1.49552 -0.48969
O -4.02122 -0.52006 0.37565
O -1.63837 -2.36567 -0.45336
O 1.16785 -1.76807 0.92264
H -1.32585 -0.99915 -1.86228
H 0.24176 3.35957 -0.89422
H 1.90017 2.75389 -0.63910
H 0.85435 3.06239 0.79443
H -0.32495 -0.21887 1.74056
H -1.80069 -1.31752 1.75834
H -1.97329 0.26900 2.36861
H 1.04157 -2.61422 -1.86442
H 2.61780 -2.18974 -1.40670
H 1.63236 -0.90613 -2.31839
H 2.55092 0.69022 1.59326
H 2.89778 1.59562 0.29062
H 3.36319 -0.03559 0.27601
H -2.64651 2.02786 -0.48655
H -2.05194 -2.40180 0.34325
H 1.84220 -2.40437 0.93589
```

Output
Orbital gap (spin up / spin down) (hartree): 0.22269 / 0.30427
2S+1: 3

These are the Löwdin partial charges, in e, on atoms 1 to 2:
1 C -0.39
2 C -0.48

=====

(2)
Formula: C50H47N2O4P2ReSSi
Source: the OMol25 dataset
Level of theory: the ωB97M-V functional and the def2-TZVPD basis

Structure (XYZ):
```
108
Properties=species:S:1:pos:R:3
Re 0.82709 0.70564 0.30376
C 3.37653 2.82424 -0.15601
P 3.14413 0.97068 0.03570
C 3.91006 0.33346 -1.49544
C 3.30944 -0.75465 -2.12420
C 3.85772 -1.29576 -3.27747
C 5.01194 -0.75235 -3.81980
C 5.61665 0.33619 -3.20513
C 5.06697 0.87573 -2.05188
C 4.28135 0.36134 1.31579
C 3.49411 -0.06054 2.52059
C 4.28624 -0.83053 3.60276
C 5.77650 -0.81858 3.46089
C 6.37487 -0.33582 2.37444
C 5.60498 0.22308 1.25238
C 2.02523 3.47551 -0.08848
C 1.68417 4.90732 -0.05961
C 0.39504 5.00776 0.25290
C -0.14083 3.62475 0.52748
C -1.45150 3.16170 -0.09024
P -1.49903 1.26352 -0.13489
C -2.00130 1.13461 -1.88426
C -3.31647 1.21205 -2.33019
C -3.59218 1.17006 -3.69174
C -2.56501 1.07915 -4.62217
C -1.24352 1.04911 -4.18944
C -0.97139 1.07867 -2.83217
C -2.86811 0.66157 0.96045
C -2.77670 -0.91078 0.84204
C -2.67197 -1.63182 2.15008
C -2.48218 -1.03394 3.32710
C -2.31752 0.41318 3.40458
C -2.44625 1.18036 2.32599
N 0.97050 2.75750 0.09759
H 3.89492 3.06228 -1.08629
H 3.97029 3.21293 0.67519
H 2.41109 -1.17334 -1.70411
H 3.37608 -2.14226 -3.75186
H 5.43981 -1.17165 -4.72225
H 6.51651 0.76708 -3.62470
H 5.55349 1.72762 -1.58501
H 2.95161 0.80542 2.89422
H 4.00897 -0.50255 4.60559
H 6.37407 -1.23582 4.26513
H 7.45504 -0.35500 2.29081
H 6.15221 0.51485 0.36337
H 2.38551 5.70799 -0.23608
H -0.18569 5.90463 0.41042
H -1.49669 3.50637 -1.12375
H -2.30259 3.59021 0.44701
H -4.13401 1.30681 -1.63424
H -4.62411 1.21173 -4.01438
H -2.78992 1.04361 -5.68152
H -0.42979 0.99877 -4.90455
H 0.06301 1.06093 -2.49268
H -1.88340 -1.20755 0.26720
H -2.73176 -2.71495 2.11029
H -2.40543 -1.62476 4.23465
H -2.02673 0.86454 4.34648
H -2.27587 2.24570 2.41709
O 0.19341 2.80062 4.16153
S 0.77707 2.70577 2.87153
O -0.28899 3.52002 1.95090
O 0.73546 1.30712 2.34182
O 2.06685 3.31929 2.66391
C 4.32316 -3.13799 2.45293
C 4.04436 -3.42894 1.18403
C 2.91026 -2.84444 0.46677
C 2.16490 -1.85336 0.98417
C 2.53930 -1.29001 2.34085
C 3.51686 -2.14373 3.22173
N 0.99761 -1.32286 0.34649
C 0.20823 -2.26406 -0.37231
C -0.19269 -1.99713 -1.67918
C -0.95875 -2.90732 -2.39745
C -1.33565 -4.10610 -1.82067
C -0.95586 -4.37376 -0.50582
C -0.19484 -3.46938 0.20715
H 5.15013 -3.62480 2.95846
H 4.65279 -4.15450 0.65471
H 2.64408 -3.27284 -0.49028
H 1.61179 -1.07875 2.86428
H 3.04809 -2.62917 4.08199
H 0.11821 -1.06670 -2.13890
H -1.25753 -2.66784 -3.41022
H -1.92832 -4.82077 -2.37665
H -1.26268 -5.29917 -0.03220
H 0.09906 -3.68461 1.22688
C -5.27640 -2.86312 0.73587
Si -4.32682 -1.48595 -0.15961
C -3.99973 -2.10397 -1.91551
C -5.12576 0.13511 -0.15336
C -4.37176 1.08191 0.79267
C -4.67599 2.54492 0.50908
C -5.71752 2.90270 -0.29594
C -6.53810 1.96127 -0.99770
C -6.18344 0.61026 -0.91554
H -5.63043 -2.53160 1.71629
H -4.66573 -3.76615 0.88203
H -6.14179 -3.14506 0.13100
H -4.91276 -1.97691 -2.50324
H -3.71803 -3.16660 -1.93981
H -3.20119 -1.53641 -2.40108
H -4.73722 0.86171 1.82649
H -4.11611 3.31543 1.05141
H -5.92948 3.96584 -0.42119
H -7.36172 2.29365 -1.62118
H -6.73246 -0.09761 -1.54458
```

Output
Relative energy (zero: lowest compared OMol25 entry of this formula, charge and spin) (kcal per mole): 146.3
Orbital gap (spin up / spin down) (hartree): 0.18333 / 0.14538
2S+1: 2
Net charge: -1

These are the Löwdin partial charges, in e, on atoms 1 to 2:
1 Re 0.92
2 C -0.20

=====

(3)
Formula: C2H3Cl2NO2
Source: the OMol25 dataset
Level of theory: the ωB97M-V functional and the def2-TZVPD basis

Structure (XYZ):
```
10
Properties=species:S:1:pos:R:3
C -0.16995 -0.13119 0.03874
C -1.52129 -0.17780 -0.55386
Cl -2.47653 -1.44771 0.13148
Cl -2.52058 1.73592 -0.16154
N -1.66713 0.15396 -1.98994
O -0.69847 0.78065 -2.40416
O -2.64538 -0.20579 -2.54803
H -0.32706 0.04546 1.07910
H 0.12385 -1.08836 -0.24189
H 0.35938 0.76669 -0.45383
```

Output
Relative energy (zero: lowest compared OMol25 entry of this formula, charge and spin) (kcal per mole): 111.2
Orbital gap (hartree): 0.35009
2S+1: 1
SMILES: CC(Cl)(Cl)[N+](=O)[O-]

These are the Löwdin partial charges, in e, on atoms 1 to 2:
1 C -0.12
2 C -0.88

=====

(4)
Formula: C3H6O3
Source: the OMol25 dataset
Level of theory: the ωB97M-V functional and the def2-TZVPD basis

Structure (XYZ):
```
12
Properties=species:S:1:pos:R:3
C -1.65716 1.84528 -0.87532
C -1.59990 0.75696 -0.34917
O -2.06037 -0.31446 0.37450
O -1.21128 -1.48818 0.27506
H -1.86469 2.83485 -1.16456
H -1.84866 -2.20214 0.41956
C 2.05201 -0.32883 0.11399
O 0.93074 0.51846 0.29305
H 2.89632 0.30480 -0.15021
H 2.26725 -0.85681 1.04796
H 1.90443 -1.06473 -0.68199
H 0.19132 -0.00519 0.69710
```

Output
Relative energy (zero: lowest compared OMol25 entry of this formula, charge and spin) (kcal per mole): 167.1
Orbital gap (hartree): 0.36711
2S+1: 1
SMILES: C#COO.CO

These are the Löwdin partial charges, in e, on atoms 1 to 2:
1 C 0.15
2 C -0.19

=====

(5)
Formula: C30H75IN5O10
Source: the OMol25 dataset
Level of theory: the ωB97M-V functional and the def2-TZVPD basis

Structure (XYZ):
```
121
Properties=species:S:1:pos:R:3
I -1.05010 1.09466 0.02513
C 1.21547 -4.05295 2.47561
O 0.02790 -3.50327 2.98664
C -0.04459 -2.12397 2.82283
C -1.25950 -1.63516 3.64388
N -1.16359 -0.12862 3.71859
C -1.84428 0.43005 4.75976
C -1.48784 1.91852 4.78388
O -2.13325 2.57669 5.94860
C -3.38871 3.14920 5.60951
H 1.20549 -5.19837 2.52150
H 2.07212 -3.58760 2.93133
H 1.38732 -3.92375 1.46330
H 0.23149 -1.84781 1.88006
H 0.95152 -1.77203 3.23597
H -1.16748 -2.07895 4.75441
H -2.28616 -1.98279 3.35811
H -1.38689 0.28845 2.88013
H -1.75915 -0.04966 5.57960
H -2.73113 0.16703 4.49790
H -1.46009 2.50200 3.80598
H -0.55688 1.93658 5.07422
H -4.11722 2.51876 5.48110
H -3.19836 4.03658 4.68416
H -3.93290 3.89814 6.38797
C 5.86343 -1.83164 -4.14358
O 6.12722 -2.82326 -3.08679
C 6.31385 -2.35643 -1.68454
C 4.82414 -2.27174 -1.21470
N 4.84550 -1.75010 0.13121
C 3.47301 -1.46273 0.66699
C 3.57742 -0.64829 1.99937
O 2.42261 -0.07532 2.58373
C 1.59587 0.81563 1.87343
H 4.87520 -1.44618 -3.96679
H 5.85798 -2.34383 -4.89942
H 6.44565 -0.96852 -4.17763
H 6.49984 -1.35903 -1.54489
H 6.77372 -3.03286 -1.16509
H 4.49520 -3.36583 -0.94790
H 4.36777 -1.70129 -1.95394
H 5.24727 -0.83731 0.25813
H 3.02896 -2.25581 1.11130
H 3.03120 -0.80854 -0.04485
H 4.25282 0.22765 1.85302
H 4.35668 -1.04086 2.74283
H 0.78132 0.88173 2.50533
H 1.43118 0.48907 0.87800
H 1.98821 1.80597 1.82416
C -5.60135 4.03920 -3.14236
O -5.85078 2.63838 -2.95168
C -5.25968 2.17191 -1.78702
C -5.43096 0.56142 -1.77346
N -4.84632 0.19537 -0.52717
C -4.80497 -1.32401 -0.49454
C -4.42283 -1.83654 0.91391
O -4.60280 -3.20660 0.84526
C -4.14028 -3.83531 2.01486
H -4.43294 4.20768 -3.35138
H -5.93419 4.52183 -4.12199
H -6.13957 4.68904 -2.54283
H -6.05052 2.65954 -1.04233
H -4.34436 2.63977 -1.29018
H -4.97042 -0.01164 -2.72099
H -6.33994 0.20483 -2.01080
H -3.91226 0.47194 -0.32347
H -3.98603 -1.74586 -1.19874
H -5.66966 -1.93126 -1.13431
H -5.44038 -1.40397 1.17126
H -3.48604 -1.38227 1.12094
H -4.71907 -3.75215 2.80936
H -3.11461 -3.78901 2.18481
H -4.12376 -4.88153 1.81611
C -0.95519 2.67449 -3.93878
O -0.97768 3.99469 -3.40960
C -1.08391 3.94344 -2.05465
C 0.21213 3.97696 -1.28989
N -0.03600 3.65063 0.06814
C 1.22695 3.34200 0.89842
C 0.88003 3.09300 2.32981
O 2.14436 2.91861 2.96938
C 2.04487 2.61467 4.29871
H -0.61505 1.95893 -3.13374
H -0.34611 2.75789 -4.89624
H -1.95963 2.17805 -4.17216
H -1.74777 3.31280 -1.62147
H -1.74044 4.87604 -2.03582
H 0.65516 4.96494 -1.24011
H 0.84688 3.08130 -1.85138
H -0.72437 2.78172 0.09730
H 1.95495 4.32119 0.86562
H 1.57418 2.43937 0.25474
H 0.39450 2.15591 2.34159
H 0.49857 3.86674 2.85995
H 1.33984 1.70090 4.38308
H 1.84216 3.56696 5.15409
H 2.88951 2.30514 4.66424
C -0.31328 -5.66989 -1.72568
O 0.71849 -4.76507 -1.19231
C 0.60931 -3.45195 -1.69343
C 1.85946 -2.69009 -1.37491
N 1.78783 -1.22479 -1.84258
C 2.02570 -1.05851 -3.26404
C 2.19738 0.47932 -3.51625
O 2.74603 0.62322 -4.88934
C 2.77228 1.85881 -5.48216
H -0.47861 -5.70769 -2.73060
H -1.13480 -5.46844 -1.12752
H 0.00535 -6.76815 -1.60087
H -0.27055 -3.05769 -1.14842
H 0.49461 -3.41064 -2.67904
H 2.85908 -2.98468 -1.78672
H 1.90882 -2.43776 -0.27415
H 0.77593 -0.69845 -1.39078
H 1.01499 -1.47691 -3.81750
H 2.79783 -1.55744 -3.70337
H 2.97524 0.74157 -2.82288
H 1.25616 1.05557 -3.41572
H 1.72275 2.32482 -5.63572
H 3.05106 1.76441 -6.54810
H 3.32550 2.73106 -5.25000
```

Output
Relative energy (zero: lowest compared OMol25 entry of this formula, charge and spin) (kcal per mole): 85.0
Orbital gap (hartree): 0.25711
2S+1: 1
Net charge: -1

These are the Löwdin partial charges, in e, on atoms 1 to 2:
1 I 0.67
2 C -0.11

=====

(6)
Formula: C5H8O2
Source: the OMol25 dataset
Level of theory: the ωB97M-V functional and the def2-TZVPD basis

Structure (XYZ):
```
15
Properties=species:S:1:pos:R:3
C -1.29641 0.46516 1.10577
C -0.03238 0.24168 0.76773
C 1.00124 -0.79643 1.20113
C 2.05100 0.12890 0.56833
O 3.24815 0.14940 0.58248
C 0.98436 1.06472 -0.01662
H -1.83892 1.31110 0.68454
H -1.84297 -0.24695 1.72079
H 1.10719 -0.93357 2.28151
H 0.97820 -1.78975 0.72513
H 1.07218 2.10911 0.29787
H 0.94715 1.02629 -1.11653
O -1.97459 -1.11632 -1.73247
H -2.64027 -0.47736 -2.01228
H -1.80502 -0.88670 -0.81541
```

Output
Relative energy (zero: lowest compared OMol25 entry of this formula, charge and spin) (kcal per mole): 40.1
Orbital gap (hartree): 0.38218
2S+1: 1
SMILES: C=C1CC(=O)C1.O

These are the Löwdin partial charges, in e, on atoms 1 to 2:
1 C 0.03
2 C -0.31

=====

(7)
Formula: C27H36F19IN2O16P3
Source: the OMol25 dataset
Level of theory: the ωB97M-V functional and the def2-TZVPD basis

Structure (XYZ):
```
104
Properties=species:S:1:pos:R:3
O -2.36279 5.61772 1.78303
P -1.60952 5.12623 0.61421
O -1.64453 6.26901 -0.59740
O 0.00088 4.86144 0.95970
P -2.51079 3.26760 -0.16660
C -1.11078 2.46153 -1.11956
N -1.16042 2.42984 -2.53481
C 0.00643 1.82237 -2.90445
N 0.72619 1.47763 -1.81456
F 1.92020 0.88911 -1.90347
C 0.07681 1.84307 -0.57473
P 0.60333 1.59877 1.21929
O 1.88571 2.66469 1.46723
I 1.52896 -0.67710 1.31447
H -0.80581 6.76880 -0.60670
H 0.46750 4.51478 0.17697
H -3.55338 3.68303 -1.05843
H -1.92939 2.80403 -3.08849
H 0.31370 1.63341 -3.95245
H 2.22344 2.87703 0.57374
C -9.65185 4.73102 -0.18600
C -8.55981 5.57951 -0.80163
O -7.38550 4.78390 -1.05895
C -7.38623 4.07476 -2.18745
O -8.27278 4.05120 -2.98686
C -6.06093 3.32608 -2.32713
F -5.67883 2.73734 -1.16815
F -5.05188 4.15157 -2.68920
F -6.10790 2.35980 -3.24654
H -9.28422 4.22311 0.70686
H -10.51002 5.34610 0.08568
H -9.98760 3.95638 -0.87811
H -8.25957 6.35889 -0.10114
H -8.89939 6.07771 -1.71115
C -5.04090 1.20732 1.17039
C -6.25904 0.31189 1.07246
O -6.08680 -0.86712 1.87111
C -6.35981 -0.73380 3.17719
O -6.72393 0.27959 3.69555
C -6.17926 -2.07279 3.89408
F -5.04999 -2.70245 3.52056
F -7.19676 -2.91089 3.63197
F -6.12154 -1.93251 5.22206
H -4.13506 0.65315 0.90993
H -5.13607 2.06199 0.50247
H -4.90584 1.57752 2.18876
H -6.38727 -0.02554 0.04305
H -7.17103 0.84207 1.35375
C 3.42782 -1.19986 -3.50775
C 3.37843 -2.71036 -3.61914
O 2.67424 -3.10867 -4.80404
C 3.38939 -3.10795 -5.93854
O 4.54203 -2.80175 -6.01502
C 2.52928 -3.59519 -7.10570
F 1.30308 -3.03855 -7.10154
F 2.35249 -4.92603 -7.06242
F 3.07731 -3.31241 -8.29094
H 2.42144 -0.77990 -3.55907
H 3.89123 -0.89813 -2.56680
H 3.99818 -0.76323 -4.32971
H 2.82541 -3.12079 -2.77359
H 4.37735 -3.14864 -3.59449
C 8.12372 -6.09002 -3.88402
C 8.57502 -6.04283 -2.43877
O 7.69308 -5.21491 -1.65594
C 6.57044 -5.79813 -1.22436
O 6.25986 -6.93113 -1.44311
C 5.76284 -4.81795 -0.37199
F 5.68987 -3.58982 -0.92272
F 6.30518 -4.65859 0.84931
F 4.50036 -5.21938 -0.17879
H 8.02933 -5.08042 -4.28949
H 8.83607 -6.64972 -4.49071
H 7.14465 -6.56397 -3.97499
H 9.56396 -5.58852 -2.37609
H 8.65169 -7.04227 -2.00773
C -5.47860 5.76943 6.44998
C -5.34206 4.91161 5.20896
O -6.59140 4.27361 4.89056
C -7.47022 5.01387 4.21000
O -7.28697 6.14412 3.86056
C -8.72509 4.19500 3.90278
F -9.15182 3.49056 4.96120
F -8.50380 3.30890 2.91041
F -9.75374 4.95994 3.51515
H -5.87073 5.18064 7.28150
H -4.51283 6.18730 6.73653
H -6.17591 6.59235 6.28417
H -4.62318 4.11231 5.39103
H -4.97409 5.48908 4.35875
C 8.92195 -5.78382 2.93816
C 9.30878 -4.83152 1.82507
O 10.70552 -4.50442 1.89883
C 11.54285 -5.39197 1.35054
O 11.20507 -6.41038 0.82021
C 12.98545 -4.89548 1.46026
F 13.26287 -4.40000 2.67798
F 13.23520 -3.91330 0.57412
F 13.87480 -5.86621 1.22660
H 9.20437 -5.37274 3.90930
H 7.84683 -5.96805 2.93062
H 9.43743 -6.74004 2.83401
H 8.76309 -3.89435 1.93705
H 9.05651 -5.23611 0.84326
```

Output
Orbital gap (hartree): 0.30335
2S+1: 1
Net charge: +1

These are the Löwdin partial charges, in e, on atoms 1 to 2:
1 O -0.30
2 P 0.35

=====

(8)
Formula: C3H9N3O
Source: the OMol25 dataset
Level of theory: the ωB97M-V functional and the def2-TZVPD basis

Structure (XYZ):
```
16
Properties=species:S:1:pos:R:3
N 0.81272 0.12200 1.62991
C -0.22605 -0.87058 1.43484
C -0.73611 -0.84238 -0.02731
N -0.96008 0.54246 -0.47779
C -0.14182 1.26162 -1.32488
N 0.94198 0.63090 -1.86580
O -0.38682 2.42556 -1.58595
H 0.76252 0.47152 2.57058
H 1.73485 -0.23547 1.42062
H -1.02289 -0.66472 2.12455
H 0.07329 -1.91402 1.60035
H 0.06679 -1.34308 -0.56503
H -1.71936 -1.29068 -0.17734
H -1.92021 0.81724 -0.56544
H 1.60032 1.23705 -2.32334
H 1.12087 -0.34741 -1.86796
```

Output
Relative energy (zero: lowest compared OMol25 entry of this formula, charge and spin) (kcal per mole): 9.5
Orbital gap (hartree): 0.36871
2S+1: 1
SMILES: NCCNC(N)=O

These are the Löwdin partial charges, in e, on atoms 1 to 2:
1 N 0.01
2 C -0.28

=====

Look up the 2S+1 of the eighth one. 1

=====

What is the 2S+1 in the eighth record? 1

=====

Which of these has the highest 2S+1? C9H16N2O4

=====

Look up the 2S+1 of the seventh one. 1